# 1
Molecular formula: C36H93ClN5O17
Method: DFT, wB97M-V/def2-TZVPD

The geometry in XYZ format:
```
152
Properties=species:S:1:pos:R:3
Cl -0.459 1.437 1.569
O -0.308 2.879 1.635
O -1.797 1.073 1.174
O 0.493 0.985 0.568
O -0.176 0.878 2.873
C 4.106 0.161 2.344
C 3.599 -0.194 0.978
O 2.462 -1.050 1.101
H 3.289 0.504 2.976
H 4.792 1.023 2.323
H 4.653 -0.678 2.774
H 4.301 -0.726 0.337
H 3.290 0.717 0.449
H 1.679 -0.485 1.091
C -2.050 5.452 3.736
C -0.669 6.073 3.717
O 0.072 5.748 2.528
H -2.646 5.921 4.522
H -2.024 4.392 4.031
H -2.521 5.440 2.754
H -0.080 5.788 4.593
H -0.830 7.155 3.697
H -0.035 4.790 2.433
C -3.834 -0.527 3.822
C -3.758 0.987 4.085
O -2.513 1.387 4.641
H -4.844 -0.778 3.484
H -3.635 -1.098 4.729
H -3.101 -0.804 3.058
H -4.565 1.204 4.794
H -3.989 1.525 3.160
H -1.811 1.122 4.024
C -0.895 8.029 -5.348
O -0.170 7.647 -4.194
C 0.395 8.730 -3.521
C 0.628 8.412 -2.064
N 1.572 7.319 -1.908
C 1.638 6.904 -0.491
C 2.495 5.680 -0.320
O 1.932 4.615 -0.987
C 2.504 3.384 -0.596
H -1.386 7.154 -5.752
H -0.193 8.435 -6.105
H -1.563 8.875 -5.130
H -0.278 9.604 -3.585
H 1.352 9.014 -3.992
H -0.297 8.184 -1.550
H 1.024 9.369 -1.658
H 2.487 7.698 -2.143
H 0.625 6.672 -0.169
H 2.090 7.719 0.099
H 2.588 5.488 0.758
H 3.489 5.873 -0.766
H 3.527 3.308 -1.002
H 1.871 2.592 -0.976
H 2.566 3.317 0.498
C -0.802 -4.688 2.992
O -0.267 -3.939 1.954
C -1.248 -3.382 1.107
C -0.627 -2.444 0.106
N 0.449 -3.092 -0.671
C 0.082 -4.256 -1.471
C 1.313 -4.996 -1.937
O 2.275 -5.211 -0.943
C 3.271 -6.111 -1.358
H -1.536 -5.432 2.647
H -1.339 -4.021 3.692
H 0.038 -5.135 3.518
H -1.972 -2.852 1.757
H -1.844 -4.199 0.661
H -0.189 -1.649 0.701
H -1.470 -2.187 -0.561
H 0.811 -2.412 -1.330
H -0.426 -3.906 -2.385
H -0.616 -4.918 -0.971
H 1.749 -4.517 -2.835
H 0.973 -5.972 -2.341
H 3.856 -6.339 -0.462
H 3.926 -5.705 -2.139
H 2.847 -7.072 -1.693
C -1.228 -7.258 -3.671
O -1.914 -6.139 -3.197
C -3.246 -6.381 -2.710
C -4.089 -5.207 -3.147
N -3.973 -3.973 -2.394
C -5.137 -3.146 -2.752
C -5.174 -1.803 -2.072
O -6.243 -1.073 -2.633
C -6.267 0.258 -2.191
H -1.844 -7.842 -4.368
H -0.880 -7.919 -2.862
H -0.344 -6.892 -4.191
H -3.116 -6.469 -1.623
H -3.654 -7.282 -3.178
H -5.131 -5.540 -3.307
H -3.738 -4.966 -4.158
H -4.105 -4.193 -1.404
H -6.084 -3.664 -2.495
H -5.173 -3.016 -3.837
H -4.201 -1.297 -2.216
H -5.258 -1.856 -0.970
H -7.016 0.824 -2.745
H -5.315 0.784 -2.340
H -6.488 0.312 -1.122
C 1.090 -1.960 4.020
O 2.071 -2.908 3.730
C 2.749 -3.264 4.905
C 3.719 -4.397 4.672
N 4.701 -4.045 3.632
C 5.735 -5.059 3.495
C 5.308 -6.369 2.864
O 5.061 -6.220 1.490
C 5.668 -7.180 0.670
H 0.332 -2.346 4.720
H 0.653 -1.644 3.081
H 1.515 -1.067 4.503
H 1.970 -3.613 5.616
H 3.187 -2.386 5.409
H 3.193 -5.259 4.264
H 4.203 -4.624 5.638
H 5.194 -3.217 3.959
H 6.260 -5.305 4.442
H 6.502 -4.671 2.812
H 4.396 -6.738 3.356
H 6.084 -7.117 3.054
H 6.625 -7.556 1.067
H 5.858 -6.737 -0.306
H 5.047 -8.085 0.558
C -2.602 7.076 -1.524
O -1.703 6.027 -1.416
C -2.176 4.985 -0.553
C -2.195 3.634 -1.248
N -0.891 3.187 -1.686
C -1.084 2.044 -2.573
C 0.218 1.447 -3.048
O 1.087 2.473 -3.517
C 2.099 2.001 -4.322
H -3.555 6.771 -1.980
H -2.280 7.875 -2.203
H -2.655 7.561 -0.538
H -3.193 5.206 -0.202
H -1.514 4.908 0.318
H -2.928 3.591 -2.062
H -2.635 2.942 -0.498
H -0.434 2.837 -0.846
H -1.636 2.455 -3.425
H -1.655 1.224 -2.102
H 0.015 0.746 -3.871
H 0.698 0.940 -2.195
H 2.648 2.854 -4.726
H 1.710 1.465 -5.205
H 2.811 1.360 -3.782
```

## Properties
Molar mass, g/mol: 903.6
HOMO energy, eV: -5.74
Energy above the lowest of the compared OMol25 structures with the same formula, charge and spin, eV: 0.373
Multiplicity: 1
Total charge: -1
DFT total energy, eV: -93606.9496
Gap between HOMO and LUMO, eV: 8.01

# 2
Molecular formula: C36H94F3N8O10Pd
Method: DFT, wB97M-V/def2-TZVPD

The geometry in XYZ format:
```
152
Properties=species:S:1:pos:R:3
Pd 4.778 5.338 11.060
C 7.794 6.536 12.530
O 8.317 6.632 11.184
O 6.437 6.029 12.405
C 8.766 5.772 13.498
F 9.336 4.640 13.023
F 9.729 6.508 13.823
F 8.176 5.474 14.638
C 9.407 7.572 10.991
C 9.464 7.957 9.532
H 10.228 8.723 9.402
H 9.787 7.097 8.946
H 8.520 8.378 9.184
H 10.271 6.977 11.289
H 9.411 8.535 11.502
H 7.746 7.526 12.983
C 5.043 13.254 12.193
C 5.976 13.599 13.386
C 7.328 12.916 13.252
O 7.159 11.555 13.265
C 8.380 10.926 13.051
N 6.132 15.007 13.344
H 4.942 12.182 12.024
H 5.407 13.589 11.222
H 4.033 13.654 12.280
H 5.556 13.440 14.380
H 7.967 13.142 14.105
H 7.732 13.258 12.299
H 9.331 11.295 13.436
H 8.516 10.754 11.983
H 8.336 9.900 13.416
H 6.435 15.266 12.416
H 5.217 15.433 13.325
C 1.638 8.768 17.506
C 3.073 9.094 17.975
C 4.016 9.725 16.951
O 4.585 8.585 16.176
C 5.627 9.013 15.336
N 3.008 10.072 19.063
H 1.020 8.170 18.177
H 1.670 8.303 16.521
H 1.046 9.678 17.402
H 3.462 8.176 18.416
H 4.790 10.324 17.431
H 3.502 10.371 16.239
H 5.999 8.177 14.742
H 6.376 9.601 15.867
H 5.317 9.752 14.597
H 2.168 9.962 19.614
H 3.723 9.896 19.754
C 1.570 6.529 13.614
C 2.631 6.349 12.541
C 3.454 7.600 12.214
O 4.380 7.416 11.121
C 4.911 8.644 10.562
N 3.505 5.231 12.937
H 0.902 5.668 13.636
H 0.907 7.344 13.326
H 1.975 6.715 14.609
H 2.083 6.123 11.626
H 4.082 8.048 12.984
H 2.751 8.394 11.965
H 5.513 9.239 11.248
H 4.089 9.196 10.106
H 5.546 8.529 9.683
H 2.870 4.517 13.262
H 3.944 5.614 13.763
C 5.111 9.144 4.929
C 5.662 7.917 4.224
C 5.825 6.779 5.274
O 6.608 7.247 6.351
C 7.998 7.546 6.130
N 4.792 7.550 3.136
H 4.070 9.013 5.225
H 5.202 10.016 4.282
H 5.701 9.349 5.822
H 6.619 8.155 3.759
H 6.258 5.893 4.810
H 4.883 6.470 5.726
H 8.207 8.122 5.229
H 8.582 6.633 6.011
H 8.471 8.016 6.992
H 5.015 6.645 2.747
H 3.850 7.514 3.501
C 12.916 8.990 15.625
C 13.527 7.856 14.687
C 14.102 8.283 13.333
O 13.482 9.465 12.694
C 12.374 9.113 11.904
N 14.572 7.157 15.438
H 13.656 9.719 15.955
H 12.525 8.632 16.577
H 12.088 9.535 15.172
H 12.755 7.128 14.438
H 14.294 7.526 12.573
H 15.096 8.615 13.633
H 12.607 8.593 10.975
H 11.871 10.062 11.721
H 11.697 8.459 12.453
H 14.993 6.395 14.927
H 14.184 6.735 16.270
C 4.357 5.230 17.649
C 5.380 5.233 16.506
C 5.617 3.832 15.925
O 6.298 2.962 16.820
C 6.103 1.560 16.610
N 4.806 6.009 15.477
H 3.325 5.140 17.311
H 4.427 6.168 18.200
H 4.532 4.429 18.368
H 6.367 5.559 16.834
H 6.218 3.910 15.019
H 4.596 3.490 15.753
H 5.681 1.400 15.618
H 5.472 1.159 17.404
H 7.088 1.095 16.582
H 4.662 6.950 15.814
H 5.547 6.118 14.799
C 14.176 9.486 8.320
C 14.824 8.135 7.963
C 14.002 6.856 8.281
O 13.628 6.754 9.635
C 12.687 5.685 9.787
N 15.166 8.112 6.541
H 14.191 9.690 9.390
H 13.148 9.531 7.958
H 14.810 10.318 8.013
H 15.767 8.220 8.503
H 14.483 5.945 7.928
H 13.111 7.040 7.680
H 12.563 5.523 10.858
H 13.032 4.768 9.309
H 11.713 5.956 9.381
H 15.811 8.874 6.392
H 15.687 7.276 6.319
C 7.832 4.030 8.250
C 6.628 4.085 9.180
C 6.766 3.174 10.501
O 5.680 3.368 11.334
C 5.779 2.404 12.396
N 6.352 5.453 9.468
H 8.076 2.998 7.996
H 8.676 4.492 8.762
H 7.691 4.518 7.286
H 5.747 3.679 8.684
H 7.697 3.444 11.000
H 6.844 2.137 10.176
H 5.623 1.364 12.106
H 5.061 2.646 13.180
H 6.747 2.379 12.896
H 6.200 5.852 8.553
H 7.173 5.866 9.888
```

## Properties
Molar mass, g/mol: 962.6
HOMO energy (spin up / spin down), eV: -2.71 / -8.50
<S²>: 3.754
Multiplicity: 4
DFT total energy, eV: -82873.3332
Gap between HOMO and LUMO (spin up / spin down), eV: 3.18 / 8.33